DFT (wB97M-V/def2-TZVPD) results for 2 unconnected molecules or ions with the total composition CBr2S3 at a distorted geometry.

```
6
Properties=species:S:1:pos:R:3:forces:R:3
C -0.75988 -0.46199 -0.17214 -0.21 2.99 -1.88
S -0.24326 -1.82511 0.55040 1.95 -1.40 0.16
S 1.16229 1.17548 0.24148 -1.29 -1.72 -0.42
Br -0.09612 2.85000 0.49571 -0.62 0.86 0.01
S -2.03852 -0.00125 -1.02799 1.47 -0.25 1.50
Br 1.97550 -1.73714 -0.08747 -1.30 -0.49 0.63
```
Forces are in eV/Å.

The energy above the lowest of the compared OMol25 structures with the same formula, charge and spin is 233.6 kJ/mol. The lowest unoccupied orbital energy (alpha / beta) comes out at -2.7 / -2.7 eV.


DFT (wB97M-V/def2-TZVPD) results for C3H3NO2S in the gas phase at a distorted geometry.

```
10
Properties=species:S:1:pos:R:3:forces:R:3
O 0.59216 0.73614 -2.40440 0.20 0.11 -0.15
C -0.46321 0.25945 -2.11945 -0.21 -0.19 0.43
C -0.82887 -0.18594 -0.70633 -0.19 -0.07 0.05
H 1.03697 -0.23555 3.16056 -0.03 -0.02 -0.09
O 0.20246 0.05565 0.10341 -0.01 0.03 -0.20
C 1.05613 -0.02002 2.09898 0.29 0.33 -0.82
S -2.27672 -0.83078 -0.37764 0.36 0.16 -0.12
H -1.28432 0.08322 -2.81979 -0.13 0.01 -0.28
H 1.96667 0.43707 1.61967 -1.01 -0.51 0.49
N -0.00127 -0.29925 1.44499 0.73 0.14 0.69
```
Forces are in eV/Å.

The energy above the lowest of the compared OMol25 structures with the same formula, charge and spin is 379.1 kJ/mol. The lowest unoccupied orbital energy comes out at -1.0 eV.


DFT (wB97M-V/def2-TZVPD) results for 2 unconnected molecules or ions with the total composition C2H8N3O2.

```
15
Properties=species:S:1:pos:R:3:forces:R:3
H -1.81321 -2.11166 -1.26631 0.08 -0.03 0.21
H -0.89659 -0.48977 -2.94487 0.08 -0.05 -0.10
N 0.90477 1.55482 0.59602 -0.18 -0.56 0.07
H -3.01804 -0.81114 -1.02244 -0.12 -0.15 -0.09
H 0.20094 1.29752 -0.10027 0.15 -0.09 0.13
O 2.41893 0.68725 2.07054 0.12 -0.20 0.03
H -2.21633 -1.36749 -3.39451 0.09 -0.11 0.10
O -1.09757 -0.27498 -0.60343 -0.04 -0.28 -0.16
C -1.96915 -1.00761 -1.32609 0.11 0.52 -0.09
N 0.69673 -0.63301 1.28716 0.21 0.61 0.01
H -0.10061 -0.68054 0.59662 0.04 -0.09 -0.04
N -1.88688 -0.62698 -2.78113 -0.16 0.24 0.14
H 1.61777 2.19716 0.31484 0.10 0.24 -0.07
C 1.42187 0.51356 1.36834 -0.57 0.03 -0.25
H 0.97415 -1.38781 1.87989 0.09 -0.08 0.10
```
Forces are in eV/Å.

The energy above the lowest of the compared OMol25 structures with the same formula, charge and spin is 69.2 kJ/mol. The total charge is -1. The lowest unoccupied orbital energy comes out at 4.2 eV.


DFT (wB97M-V/def2-TZVPD) results for a molecular structure, C57H60Br2I2KN5O4Si at a distorted geometry.

```
132
Properties=species:S:1:pos:R:3:forces:R:3
H -4.85239 -5.62875 0.46649 0.00 0.02 -0.03
C 1.30890 -4.31405 2.20585 -0.02 -0.06 0.28
H 1.13035 -1.48963 6.82326 0.01 0.01 -0.01
C 2.77818 -0.76518 -3.01589 0.30 0.03 -0.04
H 1.42018 -4.54414 4.33577 0.05 -0.03 0.02
H 4.78667 -1.11915 7.61397 -0.03 -0.03 -0.04
C 1.83123 -4.86097 3.38371 -0.08 -0.07 -0.07
H -3.49704 7.80822 -2.28865 0.02 0.01 0.00
K 0.20183 0.55593 0.26748 -0.54 -1.72 -0.45
C -2.00777 -2.09370 5.72248 -0.04 0.00 0.08
O 2.45736 0.77709 -0.05650 1.51 0.34 0.19
H -0.91199 3.09526 3.53007 -0.03 -0.01 0.03
C -1.72493 2.80172 2.85869 0.07 -0.02 -0.15
C 2.87275 -5.72409 0.97609 0.01 -0.09 -0.07
H -0.06488 -2.94464 -1.02101 -0.09 0.01 0.06
I 4.04811 -1.70500 -1.58297 -0.11 0.13 -0.11
N 1.56088 0.83042 2.52941 -0.03 0.03 0.21
H -6.17596 4.42708 -2.36561 -0.01 -0.03 -0.02
H -0.54101 -1.15192 -4.67853 -0.07 0.02 -0.01
H 3.23785 -2.82428 7.29869 0.01 -0.01 -0.04
H 1.48170 -4.38153 0.06838 0.06 0.03 -0.03
H 3.65811 -4.50103 6.89752 0.03 0.00 0.04
C -0.64740 -2.87914 -1.93551 0.24 0.04 0.02
C 0.61399 -2.17038 4.85838 -0.03 -0.06 -0.04
H 5.38159 1.19289 7.04504 0.10 -0.01 0.03
H -2.51433 -2.78525 3.76296 -0.05 -0.01 0.04
C 1.91565 1.37782 4.82061 0.14 0.12 0.03
H 4.20332 -6.94781 2.14615 -0.03 -0.03 0.00
C -2.64743 -3.11742 1.05998 -0.04 0.03 0.03
C -5.75473 5.27744 -2.90392 0.09 0.04 0.06
C 4.99291 -0.86745 6.58111 -0.13 -0.15 0.17
C 0.32462 -1.77867 6.15586 0.05 0.03 0.08
H 3.11414 -1.11441 -3.98393 -0.02 -0.02 0.02
H -6.57196 5.95888 -3.15363 -0.01 0.00 -0.02
H -0.84575 -5.81816 1.96971 -0.02 -0.04 0.00
H 1.51324 1.41572 5.82531 0.00 -0.06 0.01
C -1.70793 -2.49483 4.42838 0.07 -0.03 0.01
H 4.44355 2.40856 -0.55797 0.01 -0.04 -0.01
H -4.66304 -3.15309 0.33038 0.00 -0.02 -0.04
H -2.40978 2.08548 5.37480 -0.02 -0.03 0.03
H 5.96085 3.28729 1.18273 0.00 0.04 0.02
H -4.74899 7.09342 -0.15384 0.01 0.00 0.01
C -3.56237 5.10958 -1.63355 0.03 0.03 -0.02
H 0.18531 0.39300 3.96745 -0.03 -0.01 0.05
H -2.51599 6.68878 -0.66701 0.01 0.01 0.01
C -2.84947 -5.87082 1.21078 0.04 -0.06 -0.06
H -3.66330 6.83674 -3.75126 0.01 0.03 -0.02
C 0.26548 6.70542 -0.66505 -0.07 -0.02 0.08
H 3.74440 2.37181 5.30306 -0.09 -0.02 -0.03
H -1.70009 7.06050 1.26987 -0.01 0.01 0.02
Br -3.98860 -4.62505 -3.62294 0.04 0.07 0.00
H -2.89647 -0.35442 3.16492 0.03 -0.02 0.00
C 1.85698 -4.78225 1.00562 -0.01 0.00 0.01
N -2.38448 1.60691 3.34386 0.09 0.24 0.05
C 5.06920 2.73492 1.45902 -0.01 -0.25 0.27
H 1.64706 -2.18012 4.52362 0.04 0.08 0.04
H -2.56796 -2.03708 0.96926 0.02 0.02 0.02
C -3.93491 -5.13033 0.75814 -0.03 -0.01 -0.01
C 0.87071 4.80508 0.79207 -0.08 0.07 -0.03
C 3.11921 1.39992 0.80171 0.23 -0.18 -0.41
O -0.54887 2.65302 -0.16147 -0.23 1.37 -0.25
C -2.46235 2.99561 -1.45888 0.04 -0.22 -0.07
I 2.80798 1.35700 -3.12560 0.02 -0.09 -0.23
O 4.61363 -3.14382 5.77755 -0.01 0.10 -0.06
N 6.15922 2.09828 4.71544 0.36 0.66 0.23
C -1.76117 -3.68523 -2.11516 -0.21 -0.14 -0.11
C 5.21949 -1.45891 4.26881 -0.03 -0.02 -0.10
H -1.31230 2.60924 1.86831 0.01 0.01 -0.02
O -1.74334 0.25422 1.61513 -0.85 0.08 0.66
C 4.23909 2.22754 0.48912 0.08 0.12 -0.20
C -1.54977 -3.83740 1.54586 0.06 -0.15 0.24
C -0.87956 6.39347 1.54026 0.04 -0.04 -0.10
H 1.60398 5.45561 1.28028 -0.01 0.03 -0.01
H -1.23163 -1.43649 7.61473 0.05 0.04 0.00
C -0.39021 -2.54741 3.95236 -0.14 -0.10 0.06
H -5.01673 7.84338 -3.19512 0.00 0.02 0.00
C -5.43228 6.52935 -0.78953 -0.01 0.01 -0.11
H 5.17351 -2.21948 3.49962 -0.05 0.00 -0.02
H -1.25395 5.66969 2.26617 0.00 0.02 0.04
C -1.39678 3.46506 -0.63254 -0.22 0.08 -0.10
C 3.63980 1.85290 3.21261 -0.22 0.26 -0.25
H -2.58979 -2.48524 -5.17564 0.00 -0.01 0.00
C -1.42822 4.88795 -0.40767 0.05 -0.03 0.04
H 3.27758 -6.05541 0.02569 0.00 0.02 -0.01
C 4.05639 -3.49508 7.01798 -0.07 -0.03 0.09
H 1.76357 -1.08459 -2.81853 -0.07 0.04 0.11
H -5.31259 4.91700 -3.83439 -0.02 -0.04 -0.01
H 4.80728 -3.49258 7.81776 -0.01 0.01 -0.02
N 5.92462 2.75898 3.66525 0.08 0.08 0.05
H -3.45915 0.73862 4.89908 0.00 0.00 0.02
H -3.04028 -2.08373 6.05983 0.00 0.02 -0.01
C 2.76654 1.33861 2.22575 0.25 0.23 0.56
C -4.19218 7.20122 -2.86908 -0.07 -0.04 0.03
H -6.27471 7.17687 -1.05463 0.00 0.03 0.01
C 2.84989 -5.80492 3.36727 0.09 -0.05 0.02
C 5.34083 0.44088 6.26599 0.08 0.26 -0.36
H 3.23496 -6.20710 4.29905 0.00 0.04 0.01
C -3.82736 -3.74743 0.68467 -0.09 0.03 0.04
H -0.48866 7.44021 -0.95410 0.01 0.01 -0.04
H 1.10290 7.23829 -0.20536 0.01 0.00 0.01
C -3.50092 3.75488 -1.94428 -0.03 0.03 0.02
C -2.50178 5.62505 -0.88514 -0.09 -0.03 -0.05
H 5.74109 0.10894 2.92632 0.03 -0.04 0.02
C -0.99219 -1.73303 6.59974 -0.09 -0.02 0.01
C 3.15365 1.89241 4.53336 -0.30 0.10 0.02
H -5.81135 5.68523 -0.21090 -0.01 0.01 0.04
H -2.91656 -6.95279 1.26563 -0.02 0.00 0.00
N -0.21898 -2.00339 -2.84107 -0.07 0.04 0.04
C 3.38522 -6.23661 2.16201 0.02 0.03 0.03
H -4.25307 3.27892 -2.55879 -0.01 -0.02 0.03
C -0.30804 5.66250 0.31315 0.04 0.01 0.00
C 4.88812 2.44671 2.81954 -0.34 0.02 -0.29
C 5.60988 0.82963 4.95606 0.13 -1.00 0.16
C -2.04882 -2.62347 -4.25076 -0.15 -0.06 0.03
H 1.35645 4.29957 -0.04017 0.01 -0.08 0.04
C -4.71929 6.01309 -2.04999 0.01 0.04 0.01
H -0.09728 6.99112 2.01694 0.01 -0.01 0.04
C -2.32800 0.44623 2.66333 -0.24 -0.31 0.01
C -2.46160 -3.54177 -3.29795 0.13 0.02 0.05
C -1.67992 -5.23043 1.60177 -0.07 0.04 -0.06
C 5.53840 -0.15716 3.95592 0.19 -0.07 0.18
C -0.91706 -1.87856 -3.96580 0.10 -0.01 0.03
C -3.08539 1.71675 4.59800 0.02 -0.08 -0.05
H -2.44527 3.62158 2.78569 -0.01 0.00 0.02
H -2.06452 -4.39072 -1.35399 0.01 0.02 0.03
Br -2.40177 1.12654 -1.89453 -0.12 0.16 -0.06
H 0.55161 4.04414 1.49899 0.07 -0.05 0.02
C 1.15919 0.83124 3.77832 -0.11 -0.05 -0.10
H 0.62227 6.20818 -1.56841 0.02 0.02 -0.01
Si 0.02494 -2.88879 2.12247 0.27 0.38 -0.63
H -3.92538 2.41385 4.50906 0.01 -0.01 0.04
C 4.92727 -1.82442 5.58163 0.05 0.01 -0.01
```
Forces are in eV/Å.

The energy above the lowest of the compared OMol25 structures with the same formula, charge and spin is 174.2 kJ/mol. The total charge is -2. The lowest unoccupied orbital energy comes out at 3.5 eV.


DFT (wB97M-V/def2-TZVPD) results for 2 unconnected molecules or ions with the total composition CHN2O5 at a distorted geometry.

```
9
Properties=species:S:1:pos:R:3:forces:R:3
O 2.12348 -1.20071 0.09995 0.32 -0.51 0.21
N 0.91014 -0.76863 0.03716 0.74 0.17 -0.09
O 3.48940 0.67945 -0.99560 -0.45 -0.24 -0.19
O -0.02856 -1.55029 0.15488 -1.48 -1.17 0.09
O 4.14669 -0.09081 1.04017 -0.41 -0.38 0.51
O -0.55204 0.89364 -0.23778 -1.16 -1.42 0.41
H -1.23010 0.13675 -0.05685 2.28 1.07 -0.31
C 3.55439 0.12077 0.04132 1.18 0.68 -0.46
N 0.79371 0.46253 -0.13766 -1.03 1.80 -0.18
```
Forces are in eV/Å.

The energy above the lowest of the compared OMol25 structures with the same formula, charge and spin is 49.9 kJ/mol. The total charge is -1. The lowest unoccupied orbital energy comes out at 4.1 eV.


DFT (wB97M-V/def2-TZVPD) results for a molecular structure, C5H12NO2 at a distorted geometry.

```
20
Properties=species:S:1:pos:R:3:forces:R:3
O 0.57284 1.74501 -1.50620 -0.14 -0.70 -5.00
H 0.08088 0.52018 -2.93571 -0.31 -1.00 -0.05
H 1.49725 -0.05544 -2.10889 0.37 -0.04 0.30
H 0.65435 1.76176 -0.35449 -0.09 0.48 -4.46
H 0.15542 0.87698 2.17803 0.04 -0.36 0.76
H -1.15515 1.04098 1.06756 -0.32 0.36 -0.51
O 0.76970 1.84197 0.56584 0.35 1.44 9.54
C -0.06880 0.91739 1.11959 1.97 -2.07 0.20
H -1.28247 0.09463 -0.90815 0.34 -0.79 -0.19
C -0.29849 -0.42580 -0.98561 -0.20 -0.58 0.42
H -0.36357 -1.49014 -1.30978 -0.29 0.65 -0.28
H -2.14643 -1.42522 0.47457 0.95 -0.20 0.60
H -1.51761 -3.00376 0.34132 -0.07 -0.53 0.25
C 0.52108 0.43185 -1.92202 -0.20 1.37 -1.37
H 0.22820 -1.65125 2.10101 -0.25 0.01 0.00
H 1.40898 -0.52257 0.26530 0.16 0.21 0.43
C -1.45875 -2.14648 1.00904 -1.01 0.93 -1.12
C 0.33267 -0.47685 0.42211 -1.77 0.60 0.23
H -1.99859 -2.33201 1.93442 0.36 -0.31 0.33
N -0.07435 -1.71874 1.13849 0.13 0.52 -0.09
```
Forces are in eV/Å.

The energy above the lowest of the compared OMol25 structures with the same formula, charge and spin is 414.1 kJ/mol. The total charge is -1. The lowest unoccupied orbital energy comes out at 3.8 eV.


DFT (wB97M-V/def2-TZVPD) results for a molecular structure, C26H40Cl2N3NiO3 at a distorted geometry.

```
75
Properties=species:S:1:pos:R:3:forces:R:3
C 1.97254 1.42536 2.86187 -0.50 -0.32 -0.05
H 3.80238 1.05693 0.00057 -0.29 0.03 0.17
H -1.39432 1.46380 2.75187 0.29 -0.15 0.13
C 2.45537 5.28123 -3.33528 0.03 -0.02 0.13
C -2.29531 1.20247 -2.88717 -0.45 -0.13 0.22
H -5.94429 -3.32160 0.15690 0.11 0.34 0.00
C 2.65745 -2.15809 -0.18473 -0.45 -0.08 -0.05
O 1.88440 -2.36155 0.75192 0.81 -0.11 -0.50
H 0.76734 2.83970 -0.83472 0.27 0.48 -0.40
H 3.25889 -3.17733 -3.31442 0.15 0.33 0.26
C -5.46569 -2.44126 0.59653 0.13 0.48 0.11
C 1.76948 3.05092 -2.72220 -0.29 -0.59 -0.35
H 1.83973 6.86521 -1.98366 0.06 -0.28 -0.04
C 0.12528 -0.56143 -2.97513 -0.27 -0.59 0.36
H -4.73833 -4.39717 2.98588 0.08 -0.04 -0.21
H 0.66906 -3.65601 -1.20299 0.26 -0.17 -0.12
C 0.20708 0.91535 -2.81075 0.68 1.73 -1.05
H -2.96374 1.98309 -2.50745 -0.09 -0.19 -0.08
Ni -1.33600 0.79548 0.12753 1.69 0.16 0.07
C 3.09060 1.42405 2.02748 -0.04 0.06 0.12
N -0.84626 -0.36983 3.66130 -0.25 0.06 0.10
H 0.81242 5.26333 -0.33551 0.11 0.01 -0.20
H 2.86606 3.48498 -4.51049 -0.17 0.25 0.30
H -2.65394 0.27423 4.55725 0.20 -0.11 0.06
H -3.67533 -0.98850 1.72079 -0.09 -0.42 0.14
H -0.78330 2.77795 -2.77480 0.10 -0.18 0.02
H 3.54489 -1.48969 -2.74502 -0.15 -0.23 0.04
H 1.72969 -4.31615 -2.50788 -0.17 0.03 0.27
C 1.69335 -3.94746 -1.47768 -0.19 0.19 0.16
H -0.03506 -2.15200 4.39880 0.06 0.18 -0.12
O 2.74799 0.90390 -2.76964 0.99 -1.38 1.56
H -5.06765 -4.84995 1.28733 0.16 -0.03 0.14
H 2.94009 5.95120 -4.04855 -0.14 -0.05 0.21
H -2.06716 -1.32817 5.09658 0.01 0.24 -0.07
H 0.96578 -0.69826 4.70683 -0.10 -0.04 -0.24
H -4.99789 -1.82701 -0.18561 -0.17 -0.25 0.10
C 3.54152 -2.55430 -2.45406 0.24 0.33 0.19
H 3.49757 -1.43194 -0.13622 -0.41 -0.16 -0.04
H -2.45490 0.29625 -2.27658 -0.04 0.16 -0.35
H -6.22178 -1.82640 1.11046 0.06 -0.26 -0.22
H 2.05995 1.66006 3.92394 0.16 0.01 -0.11
H 1.71900 1.55097 -4.22516 -1.06 0.43 -0.54
C 0.56282 0.85980 0.99097 -1.77 -0.72 -0.16
H -2.58587 0.97596 -3.92762 0.04 -0.03 0.23
C -3.57893 -2.03146 2.08672 0.73 -0.10 0.29
C 1.85725 5.78911 -2.17009 0.05 -0.26 -0.04
C -0.88970 1.69603 -2.79603 0.74 -0.38 0.06
C -0.49501 1.05180 3.23774 0.08 0.32 0.04
C 1.25319 3.53360 -1.53087 -0.17 0.32 0.37
H -1.35967 -0.84178 2.88682 0.24 0.04 0.31
O -2.71056 -2.35807 2.91467 -0.99 0.33 -0.54
C 1.27629 4.90255 -1.25379 0.19 -0.03 -0.26
H 2.02817 -4.74019 -0.78750 -0.16 0.14 -0.19
H 0.90247 -1.43641 3.05571 -0.12 0.23 0.17
H -0.31121 1.60049 4.16828 -0.04 -0.12 -0.04
H 4.56069 -2.83208 -2.13107 -0.27 -0.03 -0.18
H 1.56011 0.39815 -0.83793 0.37 0.27 0.06
H -3.37932 -4.66596 1.86698 -0.25 0.06 0.02
C 2.42428 3.91248 -3.60279 -0.27 0.27 0.17
C -4.40468 -4.28464 1.94464 0.14 -0.04 0.12
C 1.66075 1.56950 -3.11502 -0.34 -0.05 -0.68
H -1.24731 0.17280 5.66665 -0.08 -0.11 -0.23
H 4.07391 1.68262 2.43163 -0.33 -0.03 -0.13
C 0.34099 -1.21624 3.97166 -0.02 -0.31 -0.02
N -4.44631 -2.89184 1.53537 0.00 -0.04 0.20
H -0.44603 -0.98862 -2.13025 0.32 -0.06 -0.57
H 1.12457 -1.00930 -2.98608 -0.07 0.18 0.03
H -0.39852 -0.84022 -3.90757 0.13 0.11 0.23
Cl -1.63224 2.88293 0.21722 -0.92 1.11 0.37
C -1.77104 -0.31037 4.83426 0.05 -0.17 -0.21
N 2.56838 -2.78990 -1.38562 0.22 -0.18 0.31
C 0.69507 1.10709 2.34277 1.21 0.68 0.22
Cl -1.53077 -1.31124 0.01491 -0.63 -1.15 0.11
C 1.67308 0.72658 0.19375 1.14 0.43 -0.04
C 2.94819 1.07443 0.68335 -0.55 -0.37 -0.18
```
Forces are in eV/Å.

The energy above the lowest of the compared OMol25 structures with the same formula, charge and spin is 0.0 kJ/mol. The total charge is -1. The spin multiplicity is 3. The lowest unoccupied orbital energy comes out at 2.1 eV. As for the expectation value of S²: 2.009.